No. 1
This record from OMol25 describes C4H6N4 as an isolated structure at a distorted geometry. The level of theory is wB97M-V/def2-TZVPD.

The charge is 0. The energy relative to the best compared isomer or geometry (same formula, charge and spin) comes out at 6.7166 eV. The largest force on an atom comes out at 9.8 eV/A.

Each line ends with the Löwdin charge.
CARTESIAN COORDINATES (ANGSTROEM)
H: -2.19692 0.98373 -0.84270  0.167
H: 1.49293 1.91850 -0.61280  0.079
C: -0.85469 -1.31783 -0.10287  -0.149
N: -2.01294 -0.65107 0.16192  -0.012
H: -1.84146 1.36906 1.12596  0.132
C: 2.19208 -0.18371 0.56298  -0.048
C: -0.16701 0.81386 -0.08894  -0.513
N: 0.19129 -0.50063 0.00824  -0.167
H: 3.41726 -0.08075 0.24903  0.115
H: -0.87797 -2.38653 -0.50422  0.150
N: 1.58334 -1.03760 -0.42398  0.096
C: -1.70006 0.73385 0.20890  -0.165
H: 1.50833 0.60879 1.41377  0.185
N: 0.47773 1.80504 -0.36182  0.131

No. 2
This record from OMol25 describes one molecule with the formula C5H10O at a distorted geometry. The level of theory is wB97M-V/def2-TZVPD.

The charge is 0. The energy relative to the best compared isomer or geometry (same formula, charge and spin) comes out at 1.9261 eV. The largest force on an atom comes out at 1.5 eV/A.

Each line ends with the Löwdin charge.
CARTESIAN COORDINATES (ANGSTROEM)
C: -2.22831 0.55397 -0.14705  -0.109
H: 0.02061 -1.95283 -0.68612  0.099
H: 2.14786 -0.99920 1.18730  0.091
C: 1.39957 0.84534 0.22127  -0.100
C: 1.67525 -0.72574 0.25497  -0.189
H: -0.03616 0.51589 -1.35377  0.144
H: -2.37926 0.91158 -1.17644  0.093
H: 1.40432 1.34496 1.20526  0.112
H: -0.23535 -1.61716 1.02318  0.107
O: -1.03143 1.06838 0.37161  -0.139
H: -3.03392 0.89977 0.49676  0.090
H: -2.19284 -0.54660 -0.15757  0.084
H: 2.24880 -1.02137 -0.62040  0.098
C: 0.21713 -1.18637 0.10046  -0.107
H: 2.00727 1.47345 -0.46248  0.107
C: 0.01646 0.43595 -0.25700  -0.383

No. 3
This record from OMol25 describes one molecule with the formula C16H21N3OS at a distorted geometry. The level of theory is wB97M-V/def2-TZVPD.

The charge is 0. The energy relative to the best compared isomer or geometry (same formula, charge and spin) comes out at 1.1855 eV. The largest force on an atom comes out at 1.6 eV/A.

Each line ends with the Löwdin charge.
CARTESIAN COORDINATES (ANGSTROEM)
C: 3.27187 0.35204 1.52551  -0.060
N: -0.30144 0.58030 -0.52410  0.011
H: 4.54271 -0.95750 -1.30896  0.115
C: -3.52664 0.29177 -0.70268  -0.163
H: 3.99015 2.44547 0.13976  0.106
H: -3.28575 1.33191 -0.93720  0.113
O: -3.33850 1.66546 2.24114  0.099
H: -4.52076 -2.13904 -1.61771  0.073
H: -3.17840 -2.56028 -2.68028  0.069
N: 0.83053 0.56425 -1.21533  0.032
H: -1.92656 -0.58548 0.45002  0.122
H: -1.36478 2.75495 1.61046  0.143
C: -3.44770 -2.03487 -1.76676  -0.110
H: 3.07768 -2.95772 2.16520  0.100
H: 3.02940 2.70123 -2.09098  0.114
C: -3.05764 -0.56681 -1.87785  -0.259
C: -3.78553 -0.98213 1.49496  -0.050
H: -4.67030 -0.42671 1.79667  0.082
H: 2.57207 -0.77547 3.20104  0.102
C: 3.84775 -2.08855 0.36581  -0.079
H: -1.97329 -0.48608 -1.96075  0.084
S: 0.95590 2.70568 0.16208  1.085
H: 5.01479 1.57466 -1.01427  0.119
C: 2.94932 1.72290 -1.61194  -0.179
C: -2.61358 1.18583 1.40433  -0.432
H: -3.26534 -1.30313 2.39492  0.085
C: -2.87890 -0.09044 0.64883  -0.297
C: 1.60795 1.55726 -1.00872  -0.601
C: 4.11047 -0.91682 -0.31939  -0.042
H: -2.92896 -2.51332 -0.94081  0.066
C: 3.00545 -0.81939 2.21233  -0.080
H: 3.04827 1.30532 1.98517  0.099
C: 3.28966 -2.04284 1.63207  -0.091
H: 4.07468 -3.04067 -0.09082  0.102
C: 4.03711 1.58345 -0.52913  -0.155
H: 3.06685 0.94378 -2.36587  0.120
H: -3.49651 -0.15355 -2.78953  0.105
H: -4.61150 0.22569 -0.60168  0.120
C: -0.42472 1.60090 0.25085  -0.587
N: -1.45618 1.89214 1.08472  0.107
H: -4.09226 -1.86027 0.93717  0.066
C: 3.82263 0.31609 0.25174  -0.256

No. 4
This record from OMol25 describes a 6-piece molecular cluster, C20H29BN5 overall at a distorted geometry. The level of theory is wB97M-V/def2-TZVPD.

The charge is -1. The energy relative to the best compared isomer or geometry (same formula, charge and spin) comes out at 0.0000 eV. The largest force on an atom comes out at 10.9 eV/A.

Each line ends with the Löwdin charge.
CARTESIAN COORDINATES (ANGSTROEM)
H: 1.27917 0.42603 -0.29895  -0.050
H: 4.28337 -5.23956 1.36912  0.052
H: -0.32660 3.04252 -0.71966  0.173
H: -3.86889 -2.86033 2.51886  0.028
C: 2.12236 -2.87300 0.87909  -0.123
H: -2.11117 -0.68094 2.61813  0.084
H: -2.77196 0.29752 -1.57852  0.125
H: -6.20390 -0.41229 1.18155  0.068
H: -5.04113 1.69908 -2.60509  0.092
H: -1.00426 -3.01860 -0.89753  0.153
C: 5.14076 -0.19855 -0.98781  -0.122
H: 1.35700 -2.23329 1.20042  0.064
N: -4.37539 -0.37266 -0.03184  -0.053
C: -3.05824 4.46963 0.86434  -0.097
C: 3.64883 -4.56342 0.92641  -0.123
H: 2.14917 -2.32078 -1.26569  0.007
H: -0.67098 -0.83577 0.61440  0.094
C: -2.38893 3.26241 0.21413  -0.102
C: -1.62965 -2.71606 0.09109  -0.130
C: -3.90029 0.20249 -1.24018  -0.120
H: 2.39993 -3.80246 2.61478  0.180
N: -1.10178 3.67769 -0.10309  -0.053
H: 1.86039 0.29591 -2.26427  -0.069
N: -1.35175 -1.53554 0.77146  0.018
C: -0.77581 5.02934 0.31285  -0.081
H: 4.08203 -4.65223 -1.34857  0.070
H: -4.05874 4.40956 1.21229  0.046
N: 4.44517 0.91674 -0.59315  -0.021
H: -3.71281 -0.81875 0.68686  0.085
H: -2.38347 6.39004 1.48059  0.037
C: -2.22948 -1.40801 1.87562  -0.135
B: 1.04044 0.78434 -1.51806  -0.480
C: -5.65184 -0.04492 0.37038  -0.119
H: 7.55468 2.07616 -0.15618  0.017
H: 7.33168 -0.41696 -1.18617  -0.014
H: 1.25541 2.02574 -1.58080  -0.064
H: 3.41864 1.17616 -0.72383  0.101
C: -3.12666 -2.57759 1.89863  -0.071
N: 2.71165 -3.80703 1.60447  -0.059
C: -2.65425 -3.53679 0.76314  -0.036
C: -6.18859 0.86316 -0.67908  -0.084
H: 4.62096 -1.27471 -1.25554  0.134
H: -2.72318 2.27531 0.13940  0.044
H: -3.17098 -4.45281 0.69369  0.049
C: 6.71199 1.51826 -0.25047  -0.074
H: 0.19957 5.22526 0.00640  0.051
C: -2.02672 5.50728 1.03089  -0.105
H: 5.05204 3.07199 -0.31198  0.079
C: 2.62257 -2.90883 -0.60290  -0.013
C: -5.04765 1.05445 -1.64658  -0.117
H: -7.05987 1.40735 -0.66098  0.024
C: 3.50444 -4.18457 -0.51440  -0.070
C: 5.32433 2.02550 -0.28618  -0.111
H: -0.09225 0.45447 -1.69510  -0.096
C: 6.59059 0.16208 -0.93638  -0.080

No. 5
This record from OMol25 describes C37H32CeNP2Se as an isolated structure at a distorted geometry. The level of theory is wB97M-V/def2-TZVPD.

The charge is +2. As for the multiplicity: 2. The largest force on an atom comes out at 2.7 eV/A. The total energy comes out at -5042.5927 hartree.

Each line ends with the Löwdin spin population.
CARTESIAN COORDINATES (ANGSTROEM)
C: -1.60105 -1.63902 -3.84302  0.000
H: 0.65950 0.16851 -7.94124  0.000
C: 2.08419 -3.47863 -2.55296  0.000
C: -0.00672 0.01739 3.84152  0.000
C: 0.47465 -0.75878 -5.50160  0.000
H: 4.99323 -4.58458 -1.14712  0.000
H: -2.37961 -2.05132 -3.20977  0.000
H: -4.12324 -5.38475 -0.06772  0.000
C: -2.32506 2.25017 -5.04463  0.000
H: -1.04013 -0.73392 -7.04860  0.000
C: -0.56946 5.08961 1.43989  0.000
C: -2.62957 1.48227 -2.37084  0.000
C: -3.31160 -4.70036 -0.32700  0.000
H: 1.76869 -1.04898 -3.80778  0.000
C: 3.94086 1.49146 -2.85606  0.000
C: 3.30059 -4.15150 -2.41807  0.000
H: -0.22723 2.50439 -4.58591  0.000
H: -0.67841 5.90019 2.15708  0.000
H: -4.46083 1.94420 -5.21467  0.000
C: 3.56886 -3.26040 -0.18800  0.000
H: -2.22347 -6.18097 -1.46701  0.000
H: -2.20691 2.55040 -6.09015  0.000
N: -0.09891 0.04105 2.63154  -0.005
C: -1.85609 -1.33345 -5.16726  0.000
C: -1.25968 4.04554 -0.63384  0.000
C: 4.15270 2.67232 -3.58106  0.000
C: -3.58566 1.89997 -4.55665  0.000
H: -1.88050 4.01221 -1.53496  0.000
C: 0.59156 3.10478 0.67267  -0.001
H: 2.52262 0.31980 -1.71003  0.000
C: -3.32393 -3.38355 0.12946  0.000
C: 3.10923 3.58978 -3.73492  0.000
P: 0.04471 1.75905 -1.73382  -0.005
P: 0.04337 -1.79320 -1.59474  -0.003
H: 3.65667 -4.76744 -3.24903  0.000
H: 5.13613 2.87721 -4.01559  0.000
C: -1.41394 5.03786 0.32474  0.000
C: -3.72968 1.50549 -3.22374  0.000
C: 0.74891 -1.07180 -4.17958  0.000
Ce: -0.50637 0.10224 0.39273  1.027
H: -2.17696 5.79542 0.18411  0.000
C: -0.82177 -0.91306 -5.99827  0.000
C: -1.36710 1.84325 -2.87027  -0.001
H: -4.12420 -3.03109 0.77613  0.000
C: 2.35599 -2.59018 -0.29301  0.000
H: -4.71008 1.23272 -2.83309  0.000
H: -0.35844 -4.62976 -2.04724  0.000
H: -2.76100 1.21374 -1.31234  0.000
H: 1.03124 4.04902 -3.30396  0.000
H: -2.42614 -1.41849 0.10394  0.000
C: -2.31817 -2.48620 -0.22626  -0.001
C: 1.84655 3.32960 -3.19922  0.000
H: 1.96575 -2.00411 0.55116  0.000
H: -2.86664 -1.44425 -5.57030  0.000
C: -0.29782 -1.49444 -3.34525  0.000
C: -1.21059 2.22168 -4.21302  0.000
H: 1.07902 4.16208 2.47031  0.000
H: 1.27521 -0.43302 -6.16705  0.000
C: -0.26405 3.07020 -0.44906  -0.001
C: 1.62536 -2.68218 -1.49069  0.000
H: 4.14449 -3.17720 0.73347  0.000
Se: 0.09679 -0.04750 5.57769  -0.008
C: -1.27393 -2.94781 -1.03769  0.000
H: 3.27781 4.52350 -4.28343  0.000
C: -1.21412 -4.28797 -1.46326  0.000
C: 2.69449 1.22244 -2.30370  0.000
C: -2.25146 -5.14824 -1.11565  0.000
C: 0.41987 4.12895 1.60970  0.000
H: 4.75405 0.77632 -2.71863  0.000
H: 1.49704 -3.56463 -3.46894  0.000
C: 4.04731 -4.04452 -1.24494  0.000
H: 1.42361 2.38490 0.76769  0.000
C: 1.63262 2.12527 -2.51069  -0.001
H: -0.08299 0.22223 -8.10060  0.000

No. 6
This record from OMol25 describes one molecule with the formula C7H14O. The level of theory is wB97M-V/def2-TZVPD.

The charge is 0. The energy relative to the best compared isomer or geometry (same formula, charge and spin) comes out at 0.8979 eV. The largest force on an atom comes out at 0.9 eV/A.

Each line ends with the Löwdin charge.
CARTESIAN COORDINATES (ANGSTROEM)
H: -0.41016 1.56662 -1.59464  0.126
H: -1.33625 -1.96619 -0.73679  0.085
H: -2.46964 0.21040 0.19340  0.084
C: -0.32000 -0.10099 -0.16603  -0.480
C: 2.09877 0.75055 -0.15687  0.050
C: -0.41388 -1.64084 -0.24317  -0.042
H: 0.42858 -2.05784 -0.80784  0.091
H: 3.01972 0.99059 0.36962  0.061
O: -1.70793 0.10798 -2.20496  -0.078
C: -0.46383 0.47172 -1.60785  -0.227
H: 0.32614 0.09156 -2.26436  0.116
H: 2.11880 0.91670 -1.22758  0.050
H: 2.18643 -0.13598 2.28778  0.080
C: 1.15042 0.06999 1.99562  -0.069
H: -0.40533 -2.10220 0.75033  0.078
H: 0.55683 -0.77936 2.34407  0.069
H: -1.70324 0.46558 -3.10918  0.096
H: 0.81644 0.96738 2.52661  0.087
H: -1.54859 -0.03669 1.66505  0.078
C: -1.50798 0.42577 0.67265  -0.047
H: -1.44132 1.51087 0.81200  0.091
C: 1.02602 0.27438 0.50214  -0.299

What is the charge in the first record? 0